Molecular formula: C3H11N3O2
Method: DFT, ωB97M-V with the def2-TZVPD basis set

Results
- E_HOMO (eV) = -9.104
- Kohn-Sham gap (eV) = 9.58
- energy above the lowest of the compared OMol25 structures with the same formula, charge and spin (kcal per mole) = 43.9
- LUMO (eV) = 0.48
- total energy (Eh) = -435.620375

Structure (ORCA input):
```
! wB97M-V def2-TZVPD RIJCOSX def2/J DEFGRID3
* xyz 0 1
N -2.7563 -0.2217 0.3218
C -2.0616 0.4447 -0.7897
N -0.7023 0.9163 -0.4328
C 0.3347 0.2065 -1.0010
O 0.1957 -0.8337 -1.6752
C 1.6827 0.9055 -0.8715
N 2.6517 0.0377 -0.1779
H -2.8674 0.3090 1.1072
H -2.3111 -1.0439 0.6386
H -2.7360 1.2082 -1.2502
H -2.0040 -0.0902 -1.6743
H -0.5100 1.6059 0.2774
H 1.8131 1.9815 -0.6883
H 2.0123 0.8406 -1.9035
H 2.5879 -0.9036 -0.6508
H 2.4427 -0.1863 0.8001
O 0.7445 -1.2421 2.7393
H 0.6010 -1.8406 1.9653
H 0.8823 -2.0936 3.2656
*
```



Molecular formula: C5H5CuO4
Method: DFT, ωB97M-V with the def2-TZVPD basis set

Results
- E_HOMO (eV) = 0.356
- Kohn-Sham gap (eV) = 5.30
- LUMO (eV) = 5.66
- total energy (Eh) = -2134.740425

Structure (ORCA input):
```
! wB97M-V def2-TZVPD RIJCOSX def2/J DEFGRID3
* xyz -2 1
O -0.7494 -1.9361 -0.3366
C -1.6438 -0.9055 -0.4505
C -1.2598 0.3507 0.3330
O 0.0132 0.5733 0.4537
C 2.4445 0.2900 -0.4080
O 2.7113 0.2209 -1.6084
O 3.3091 1.0679 0.3340
Cu 0.9148 -1.5158 0.8141
H -2.6577 -1.1816 -0.0732
H -1.8162 -0.5746 -1.5044
H 2.7911 1.7964 0.7176
C -2.1470 1.5195 0.4259
C -3.1798 1.8957 -0.3829
H -1.7853 2.2168 1.2041
H -3.4156 1.0658 -1.0854
*
```



Molecular formula: C27H54B3NO18
Method: DFT, ωB97M-V with the def2-TZVPD basis set

Results
- E_HOMO (eV) = -9.911
- Kohn-Sham gap (eV) = 9.68
- energy above the lowest of the compared OMol25 structures with the same formula, charge and spin (kcal per mole) = 0.0
- LUMO (eV) = -0.23
- total energy (Eh) = -2544.956153

Structure (ORCA input):
```
! wB97M-V def2-TZVPD RIJCOSX def2/J DEFGRID3
* xyz 0 1
O 4.0231 0.8726 1.7149
N 4.6626 1.2807 0.8298
O 5.1482 0.2471 -0.0080
B 4.1270 -0.0080 -0.9806
O 4.3185 0.5696 -2.2292
B 3.1922 0.4371 -3.0468
O 2.3729 -0.6792 -2.9023
B 2.0175 -0.7912 -1.5456
C 0.5520 -0.9292 -1.0025
C 0.1630 0.4856 -0.4080
C 0.1476 1.6681 -1.5092
O 1.2201 1.4475 -0.4058
O 3.0803 -0.8135 -0.6221
H 2.8551 1.2642 -3.8284
H 0.5697 -1.5902 -0.1222
H -0.2140 -1.1815 -1.7463
H -0.6039 0.5180 0.3827
H -0.0124 2.7066 -1.1977
H 0.8680 1.6354 -2.3353
O -0.7920 -3.0299 1.1519
C -0.1264 -3.5808 1.9910
O 0.8680 -2.9041 2.5873
C 1.5825 -3.3770 3.7344
C 2.7509 -4.2529 3.3331
C -0.3244 -5.0409 2.3177
H 0.9114 -3.8741 4.4366
H 1.9541 -2.4865 4.2405
H 2.4180 -5.1534 2.8156
H 3.3246 -4.5520 4.2113
H 3.4095 -3.7156 2.6495
H 0.2763 -5.6482 1.6416
H -1.3761 -5.2827 2.1740
H -0.0905 -5.2918 3.3498
O -3.8640 -9.4280 2.0225
C -4.3788 -8.4925 1.4744
O -3.6842 -7.3483 1.3193
C -4.1136 -6.2535 0.5040
C -5.0076 -5.3130 1.2827
C -5.8233 -8.5365 1.0400
H -4.5779 -6.6063 -0.4184
H -3.2089 -5.7199 0.2107
H -5.9283 -5.7991 1.6074
H -5.2702 -4.4482 0.6718
H -4.4990 -4.9643 2.1825
H -6.4565 -8.2245 1.8699
H -6.0677 -9.5625 0.7728
H -6.0364 -7.9285 0.1633
O -3.1376 0.8615 -0.8160
C -3.5644 1.7638 -0.1449
O -2.7366 2.4024 0.6998
C -3.0689 3.6152 1.3881
C -3.7812 3.3306 2.6936
C -5.0281 2.1296 -0.1588
H -3.6355 4.2888 0.7431
H -2.1200 4.1098 1.5935
H -4.7353 2.8277 2.5292
H -3.9689 4.2574 3.2369
H -3.1765 2.6734 3.3195
H -5.5572 1.5179 0.5714
H -5.4233 1.9200 -1.1513
H -5.2182 3.1830 0.0341
O 1.2900 5.1102 3.4400
C 2.4744 5.1391 3.2312
O 3.0759 6.3086 2.9543
C 4.4985 6.4659 2.9026
C 5.0335 6.1185 1.5290
C 3.2950 3.8748 3.1699
H 4.9869 5.8948 3.6946
H 4.6918 7.5167 3.1178
H 4.8484 5.0720 1.2818
H 6.1080 6.2997 1.4781
H 4.5432 6.7173 0.7635
H 3.2646 3.4774 2.1566
H 2.8549 3.1474 3.8494
H 4.3276 4.0064 3.4851
O -8.2416 -2.2255 -4.5259
C -7.0928 -2.2543 -4.1771
O -6.7969 -2.4304 -2.8757
C -5.4759 -2.6904 -2.3873
C -4.7138 -1.4100 -2.1281
C -5.9714 -2.0006 -5.1549
H -4.9372 -3.3652 -3.0556
H -5.6075 -3.2259 -1.4467
H -4.5648 -0.8363 -3.0433
H -3.7374 -1.6260 -1.6948
H -5.2673 -0.7720 -1.4399
H -5.7842 -0.9291 -5.2151
H -6.2835 -2.3624 -6.1327
H -5.0494 -2.5237 -4.9103
O 5.0808 6.5277 -1.6501
C 5.6827 5.6000 -2.1202
O 6.8074 5.1664 -1.5216
C 7.4749 3.9481 -1.8693
C 8.4532 4.1603 -3.0063
C 5.2557 4.9691 -3.4226
H 6.7568 3.1542 -2.0809
H 8.0184 3.6417 -0.9759
H 7.9455 4.4754 -3.9186
H 9.0012 3.2408 -3.2165
H 9.1675 4.9441 -2.7508
H 5.7150 5.5094 -4.2499
H 4.1734 5.0506 -3.5021
H 5.4931 3.9097 -3.4950
*
```



Molecular formula: C22H28FN3OS
Method: DFT, ωB97M-V with the def2-TZVPD basis set

Results
- E_HOMO (eV) = -8.088
- Kohn-Sham gap (eV) = 8.79
- energy above the lowest of the compared OMol25 structures with the same formula, charge and spin (kcal per mole) = 37.5
- LUMO (eV) = 0.70
- total energy (Eh) = -1592.685621

Structure (ORCA input):
```
! wB97M-V def2-TZVPD RIJCOSX def2/J DEFGRID3
* xyz 0 1
C -2.4615 -3.2714 1.7958
C -2.1149 -1.7947 1.5898
C -2.9012 -1.2336 0.4395
C -4.1481 -0.6666 0.6738
C -4.9495 -0.2284 -0.3633
C -4.5214 -0.3681 -1.6722
C -3.2821 -0.9224 -1.9278
C -2.4650 -1.3364 -0.8831
N -1.2067 -1.9219 -1.2115
C 0.0220 -1.5673 -0.7362
S 1.1274 -2.7775 -0.4591
N 0.3246 -0.2609 -0.5628
C 1.6395 0.0979 -0.0737
C 2.6890 0.1218 -1.2093
N 4.0565 0.3187 -0.8009
C 4.3422 1.5912 -0.1681
C 5.8631 1.7487 -0.0879
O 6.4495 0.6972 0.6404
C 6.1379 -0.5482 0.0558
C 4.6257 -0.7612 -0.0152
C -0.4642 0.8030 -1.1426
C -1.4446 1.4420 -0.1883
C -1.3112 1.3804 1.1912
C -2.2331 1.9925 2.0227
C -3.3065 2.6837 1.4896
C -3.4572 2.7693 0.1167
C -2.5263 2.1524 -0.6941
F -2.6720 2.2446 -2.0361
H -3.5307 -3.3934 1.9552
H -1.9308 -3.6637 2.6595
H -2.1736 -3.8569 0.9259
H -1.0425 -1.7086 1.4142
H -2.3560 -1.2372 2.4968
H -4.4946 -0.5764 1.6932
H -5.9122 0.2114 -0.1509
H -5.1444 -0.0414 -2.4904
H -2.9329 -1.0369 -2.9436
H -1.2516 -2.9165 -1.4017
H 1.9384 -0.6473 0.6670
H 1.5723 1.0782 0.4029
H 2.6398 -0.8355 -1.7339
H 2.4387 0.9161 -1.9202
H 3.9214 2.3971 -0.7735
H 3.9273 1.6540 0.8533
H 6.1320 2.6698 0.4327
H 6.2728 1.7698 -1.1090
H 6.6090 -1.3064 0.6829
H 6.5569 -0.5970 -0.9601
H 4.4022 -1.7122 -0.4997
H 4.2273 -0.7831 1.0130
H -1.0037 0.4279 -2.0160
H 0.2243 1.5779 -1.5000
H -0.4843 0.8363 1.6193
H -2.1101 1.9286 3.0931
H -4.0260 3.1584 2.1385
H -4.2805 3.3023 -0.3313
*
```



Molecular formula: C35H25F2N4ReSSe3Te
Method: DFT, ωB97M-V with the def2-TZVPD basis set

Results
- E_HOMO (alpha / beta) (eV) = -3.179 / -3.790
- Kohn-Sham gap (alpha / beta) (eV) = 5.33 / 5.66
- energy above the lowest of the compared OMol25 structures with the same formula, charge and spin (kcal per mole) = 6.6
- LUMO (alpha / beta) (eV) = 2.15 / 1.87
- total energy (Eh) = -9716.391126
- <S²> = 3.803

Structure (ORCA input):
```
! wB97M-V def2-TZVPD RIJCOSX def2/J DEFGRID3
* xyz -1 4
Re 0.1688 -0.3494 0.6609
C -0.9049 5.0311 1.9523
N -1.3295 4.6088 0.6306
C -1.9597 5.4028 -0.3109
C -2.2203 4.6259 -1.3736
N -1.7440 3.3538 -1.0820
C -1.2053 3.3286 0.1746
S -0.6419 2.1135 1.1966
C -1.8408 2.2670 -2.0062
C -3.0687 1.9729 -2.5735
C -3.1016 0.9573 -3.5148
C -1.9352 0.2691 -3.8026
C -0.7688 0.6488 -3.1576
N -0.7130 1.6612 -2.2962
H -1.1443 6.0864 2.0630
H 0.1648 4.8708 2.0700
H -1.4158 4.4466 2.7149
H -2.1534 6.4466 -0.1402
H -2.6620 4.8542 -2.3273
H -3.9677 2.4888 -2.2662
H -4.0399 0.6778 -3.9741
H -1.9307 -0.5662 -4.4916
H 0.1665 0.1274 -3.3396
Se -1.3190 -0.9223 2.5767
Se -0.3564 0.0513 4.5136
Te 1.9563 -0.8380 4.2422
Se 2.3469 0.1474 1.9657
F 0.2408 -5.7994 0.6548
C 0.6763 -4.6506 0.0977
C 0.3285 -3.4505 0.6668
C 0.7753 -2.2591 0.0874
C 1.5929 -2.3279 -1.0646
C 1.8957 -3.5793 -1.5938
F 2.6538 -3.6893 -2.7171
C 1.4544 -4.7574 -1.0430
C 2.0671 -1.0497 -1.5972
C 3.0020 -0.8741 -2.6205
C 3.4102 0.3991 -2.9648
C 2.8984 1.4883 -2.2753
C 1.9733 1.2556 -1.2812
N 1.5429 0.0269 -0.9646
H -0.2972 -3.4358 1.5488
H 1.7058 -5.7134 -1.4798
H 3.4078 -1.7362 -3.1224
H 4.1381 0.5375 -3.7553
H 3.2052 2.5014 -2.4938
H 1.5411 2.0584 -0.7028
C -1.4640 -0.8337 -0.4115
C -2.4939 -1.2683 -0.9522
C -3.5638 -1.8677 -1.5845
C -3.3728 -3.2313 -2.0926
C -4.4266 -4.1385 -2.2928
C -4.1878 -5.4320 -2.7318
C -2.8930 -5.8705 -2.9773
C -1.8345 -4.9962 -2.7574
C -2.0677 -3.7039 -2.3211
C -4.7947 -1.0938 -1.7409
C -5.0518 -0.0263 -0.8599
C -6.1396 0.8095 -1.0387
C -7.0166 0.6192 -2.1033
C -6.7828 -0.4318 -2.9820
C -5.6955 -1.2754 -2.8056
H -5.4392 -3.8389 -2.0583
H -5.0225 -6.1114 -2.8647
H -2.7090 -6.8845 -3.3118
H -0.8138 -5.3253 -2.9187
H -1.2349 -3.0361 -2.1287
H -4.3647 0.1353 -0.0358
H -6.3081 1.6181 -0.3351
H -7.8693 1.2738 -2.2407
H -7.4480 -0.5910 -3.8236
H -5.5078 -2.0538 -3.5327
*
```



Molecular formula: C26H39Cl2CrOP
Method: DFT, ωB97M-V with the def2-TZVPD basis set

Results
- E_HOMO (alpha / beta) (eV) = -3.722 / -3.990
- Kohn-Sham gap (alpha / beta) (eV) = 6.46 / 6.64
- LUMO (alpha / beta) (eV) = 2.74 / 2.65
- total energy (Eh) = -3395.598938
- <S²> = 4.242

Structure (ORCA input):
```
! wB97M-V def2-TZVPD RIJCOSX def2/J DEFGRID3
* xyz -1 4
P 0.5604 -1.4103 -2.3977
C 0.2310 -0.1003 -3.7077
C 0.9837 -0.4231 -4.9987
C 0.8625 0.7367 -6.0049
C -0.5713 1.2276 -6.2159
C -1.3896 1.3975 -4.9283
C -1.2507 0.2182 -3.9670
C -0.5763 -2.8351 -2.5422
C -0.4128 -3.5391 -3.8812
C -1.1911 -4.8578 -3.8537
C -2.6517 -4.7014 -3.4186
C -2.8813 -3.7963 -2.1965
C -2.0555 -2.4962 -2.2563
C 2.2967 -1.8878 -2.3948
C 3.2147 -0.6882 -2.1257
C 4.6972 -1.0958 -2.0866
C 4.9928 -2.2357 -1.1095
C 3.9749 -3.3904 -1.1585
C 2.4950 -2.9086 -1.2528
H 0.6659 0.8140 -3.2521
H 0.5664 -1.3392 -5.4444
H 2.0483 -0.6246 -4.7947
H 1.3043 0.4299 -6.9596
H 1.4890 1.5620 -5.6447
H -0.5593 2.1766 -6.7646
H -1.0881 0.5063 -6.8606
H -1.0857 2.3117 -4.4091
H -2.4457 1.5355 -5.1741
H -1.7228 0.4227 -2.9953
H -1.7446 -0.6562 -4.4149
H -0.2764 -3.5592 -1.7591
H -0.6791 -5.5413 -3.1693
H 0.6474 -3.7311 -4.0921
H -0.7950 -2.8992 -4.6860
H -1.1482 -5.3349 -4.8369
H -3.0963 -5.6824 -3.2104
H -3.2186 -4.2777 -4.2568
H -3.9467 -3.5380 -2.0910
H -2.6116 -4.3257 -1.2704
H -2.1292 -1.9168 -1.3188
H -2.4542 -1.8595 -3.0586
H 2.6011 -2.3736 -3.3432
H 3.0856 0.0867 -2.8843
H 2.9129 -0.2324 -1.1735
H 4.9866 -1.4103 -3.0980
H 5.3325 -0.2349 -1.8364
H 5.0168 -1.8408 -0.0848
H 5.9866 -2.6523 -1.3111
H 4.0994 -4.0577 -0.2807
H 4.1649 -4.0073 -2.0565
H 1.8584 -3.7986 -1.3846
H 2.1820 -2.4380 -0.3011
Cr -0.2778 0.6610 1.3816
Cl 0.1918 -1.5664 1.6810
Cl 1.1647 1.8004 0.0255
C -1.7132 1.0076 -0.1492
H -1.7834 1.5980 -1.1185
C -3.0454 0.5096 -0.0030
C -3.3639 -0.6882 0.7374
C -4.6853 -1.0201 1.0593
C -5.7529 -0.1946 0.6611
C -5.5007 0.9559 -0.1033
C -4.1994 1.2726 -0.4895
H -2.5338 -1.3140 1.0934
H -4.8931 -1.9243 1.6352
H -6.3369 1.6084 -0.4007
H -4.0188 2.1707 -1.0939
H -6.7701 -0.4549 0.9447
O 0.3194 2.0330 3.9876
C -0.1867 1.5420 3.0366
*
```